Entry 1:
Entry from OMol25: C5H5ClN2O2 in the gas phase in a non-equilibrium geometry (ωB97M-V/def2-TZVPD).

Molecular weight ... 160.56 g mol⁻¹
Energy above the lowest of the compared OMol25 structures with the same formula, charge and spin ... 0.003 eV
Largest force on an atom ... 2.41 eV/Å
E ... -913.744011 Ha

Positions of all 15 atoms, in Å:
O: 1.205 -3.141 -0.821
C: 0.746 -2.246 -0.129
O: 1.257 -1.987 1.065
C: -0.492 -1.378 -0.485
C: -0.326 0.112 -0.228
C: -0.415 1.175 -1.066
N: -0.141 2.243 -0.244
C: 0.019 1.802 1.014
Cl: 0.275 2.907 2.255
N: -0.026 0.538 1.077
H: 0.820 -1.180 1.454
H: -1.251 -1.767 0.210
H: -0.791 -1.583 -1.502
H: -0.562 1.286 -2.107
H: -0.319 3.219 -0.493

Forces on the atoms, in the same order (eV/Å):
O -0.959 1.386 0.771
C 0.340 -0.832 -1.317
O -0.202 0.853 0.814
C 0.535 0.049 0.584
C 0.155 -1.325 0.333
C 0.458 -0.356 1.330
N -0.698 2.101 -0.947
C 0.261 1.171 -0.712
Cl 0.158 0.349 0.675
N -0.477 -2.244 -0.335
H 0.442 -0.629 -0.280
H -0.109 0.182 -0.307
H -0.027 -0.043 -0.175
H -0.193 -0.022 -0.668
H 0.317 -0.640 0.233

Löwdin atomic charge list, values in e, 8 entries: 0.083 -0.521 0.103 -0.026 -0.250 -0.025 0.040 -0.873

=====

Entry 2:
Entry from OMol25: C5H5ClO in the gas phase in a non-equilibrium geometry (ωB97M-V/def2-TZVPD).

Molecular weight ... 116.55 g mol⁻¹
<S²> ... 2.010
Energy above the lowest of the compared OMol25 structures with the same formula, charge and spin ... 1.906 eV
Largest force on an atom ... 12.39 eV/Å
Spin multiplicity ... 3
E ... -728.691700 Ha

Positions of all 12 atoms, in Å:
C: -0.832 -1.166 -0.557
C: -0.823 0.122 -0.461
C: -1.232 1.528 -1.203
C: -0.106 -0.518 0.628
C: 1.453 -0.534 0.755
O: -1.409 1.618 -2.378
Cl: -1.103 2.851 -0.031
H: -1.009 -2.028 -1.196
H: -0.633 -0.421 1.593
H: 1.753 0.236 1.619
H: 2.111 -0.153 -0.073
H: 1.829 -1.536 1.305

Forces on the atoms, in the same order (eV/Å):
C 0.133 -7.865 0.401
C -1.089 12.167 -2.064
C 1.791 -4.283 2.828
C 0.362 -0.417 -1.131
C 1.564 0.113 3.612
O -0.412 0.250 -0.108
Cl -0.096 0.162 -0.276
H 0.584 0.311 0.369
H 0.168 -0.101 -0.283
H -1.010 -1.341 -1.756
H -1.176 -1.019 0.330
H -0.820 2.021 -1.923

Löwdin atomic charge list, values in e, 8 entries: 0.054 -0.186 -0.774 -0.219 -0.072 0.023 0.610 0.112

=====

Entry 3:
Entry from OMol25: C5H5ClO2 in the gas phase in a non-equilibrium geometry (ωB97M-V/def2-TZVPD).

Molecular weight ... 132.55 g mol⁻¹
Energy above the lowest of the compared OMol25 structures with the same formula, charge and spin ... 0.603 eV
Largest force on an atom ... 1.56 eV/Å
E ... -804.165061 Ha

Positions of all 13 atoms, in Å:
C: -1.636 0.402 0.527
C: -0.171 0.252 0.286
C: 0.852 0.855 0.951
O: 2.053 0.481 0.427
C: 1.764 -0.379 -0.561
Cl: 3.093 -1.057 -1.423
C: 0.444 -0.572 -0.704
O: -0.161 -1.365 -1.626
H: -2.109 0.760 -0.393
H: -1.826 1.098 1.389
H: -2.083 -0.560 0.836
H: 0.889 1.513 1.773
H: -1.109 -1.428 -1.482

Forces on the atoms, in the same order (eV/Å):
C -0.091 0.100 0.890
C 0.145 0.403 0.722
C -0.320 -0.710 -0.888
O -0.183 0.126 0.280
C 1.160 -0.664 -0.796
Cl -0.439 0.223 0.256
C -0.543 0.042 -0.062
O 0.308 -0.114 -0.192
H -0.243 0.036 0.318
H 0.131 -0.456 -1.030
H 0.063 0.293 -0.308
H 0.002 0.570 0.603
H 0.011 0.152 0.209

Löwdin atomic charge list, values in e, 8 entries: -0.040 -0.216 -0.057 0.001 -0.685 0.731 -0.305 0.077

=====

Entry 4:
Entry from OMol25: C5H5ClO2S in the gas phase in a non-equilibrium geometry (ωB97M-V/def2-TZVPD).

Molecular weight ... 164.61 g mol⁻¹
Energy above the lowest of the compared OMol25 structures with the same formula, charge and spin ... 1.995 eV
Largest force on an atom ... 3.84 eV/Å
E ... -1202.208936 Ha

Positions of all 14 atoms, in Å:
C: 1.061 -1.475 -0.512
C: -0.144 -1.014 -0.702
C: 2.188 -0.751 0.221
C: 0.977 1.456 0.267
C: -2.455 0.365 0.235
O: 3.288 -1.193 0.452
O: 1.908 0.530 0.664
S: -1.568 -0.375 -1.250
Cl: 0.948 2.105 -1.229
H: 1.267 -2.519 -0.836
H: 0.192 1.584 1.054
H: -3.497 0.377 0.068
H: -1.968 1.272 0.586
H: -2.197 -0.360 0.982

Forces on the atoms, in the same order (eV/Å):
C 0.329 -0.672 0.222
C -0.535 1.520 0.078
C 0.563 -0.393 -0.221
C -0.815 -2.474 2.824
C 2.616 -0.786 0.038
O -1.641 0.279 -0.417
O 0.360 0.684 -0.081
S -0.341 -0.183 0.158
Cl 0.057 0.685 -1.386
H 0.394 0.796 0.258
H 0.769 0.360 -1.187
H -1.003 0.276 -0.374
H -0.395 0.361 -0.520
H -0.357 -0.452 0.608

Löwdin atomic charge list, values in e, 8 entries: -0.085 -0.450 -0.438 -0.679 -0.306 0.122 -0.060 0.860

=====

Entry 5:
Entry from OMol25: a molecular structure, C5H5F5NO6S2 (ωB97M-V/def2-TZVPD).

Molecular weight ... 334.22 g mol⁻¹
Charge ... -1
Largest force on an atom ... 0.52 eV/Å
E ... -1995.536595 Ha

Positions of all 24 atoms, in Å:
O: -3.311 -0.508 -1.120
C: -2.553 -1.377 -1.452
O: -2.813 -2.691 -1.210
C: -1.249 -1.129 -2.188
C: -0.280 -0.304 -1.321
S: 0.830 -1.489 -0.554
O: 1.869 -1.758 -1.517
O: -0.025 -2.612 -0.200
N: 1.532 -0.848 0.733
S: 0.764 0.008 1.785
O: -0.654 -0.213 1.870
O: 1.522 0.087 3.002
C: 0.889 1.779 1.129
F: -0.347 2.272 0.956
F: 1.523 1.829 -0.053
C: 1.615 2.774 2.066
F: 0.922 2.983 3.179
F: 1.710 3.959 1.427
F: 2.848 2.400 2.369
H: -1.992 -3.083 -0.858
H: -1.474 -0.615 -3.126
H: -0.791 -2.083 -2.441
H: 0.304 0.389 -1.921
H: -0.840 0.231 -0.554

Forces on the atoms, in the same order (eV/Å):
O 0.026 -0.268 -0.368
C 0.060 -0.106 0.156
O -0.137 0.244 0.436
C 0.109 0.092 0.019
C -0.272 -0.116 -0.164
S 0.152 -0.136 0.107
O -0.080 -0.057 0.005
O -0.016 0.030 0.090
N -0.150 0.211 -0.281
S 0.124 0.059 0.277
O -0.027 0.016 -0.098
O -0.042 -0.108 0.012
C 0.120 -0.132 0.458
F -0.373 0.162 -0.152
F 0.193 -0.094 -0.313
C -0.002 0.097 -0.193
F -0.060 -0.076 0.190
F -0.049 0.108 -0.027
F 0.165 -0.092 0.007
H 0.138 0.012 -0.283
H -0.082 0.122 0.164
H -0.014 0.058 -0.164
H 0.131 -0.046 0.146
H 0.087 0.018 -0.023

Löwdin atomic charge list, values in e, 8 entries: 0.117 -0.519 0.076 -0.129 -0.217 0.540 -0.327 -0.335

=====

Entry 6:
Entry from OMol25: C5H5FIN in the gas phase in a non-equilibrium geometry (ωB97M-V/def2-TZVPD).

Molecular weight ... 225.00 g mol⁻¹
Energy above the lowest of the compared OMol25 structures with the same formula, charge and spin ... 1.234 eV
Largest force on an atom ... 7.94 eV/Å
E ... -645.759052 Ha

Positions of all 13 atoms, in Å:
C: -0.663 1.775 0.308
C: -0.327 0.365 0.180
N: -0.830 -0.769 0.610
C: -0.121 -1.818 0.220
C: 0.969 -1.439 -0.542
F: 1.823 -2.263 -1.117
C: 1.084 -0.093 -0.575
I: 2.349 1.143 -1.602
H: -1.051 1.927 1.331
H: 0.274 2.438 0.143
H: -1.333 2.333 -0.457
H: -1.710 -0.717 1.000
H: -0.463 -2.882 0.503

Forces on the atoms, in the same order (eV/Å):
C -0.099 2.773 -0.187
C 6.839 0.138 -4.025
N 0.712 1.914 -0.672
C -0.285 -5.174 0.153
C -0.353 -0.301 0.723
F 0.418 -0.810 -0.147
C -5.163 2.779 2.093
I -0.031 -0.100 0.080
H 0.020 0.523 -0.428
H -1.168 -1.403 0.743
H 0.414 -1.613 1.072
H -2.060 -0.768 1.215
H 0.756 2.044 -0.621

Löwdin atomic charge list, values in e, 8 entries: -0.102 -0.279 0.040 -0.095 -0.438 0.071 -0.627 0.892

=====

Entry 7:
Entry from OMol25: C5H5FIN in the gas phase in a non-equilibrium geometry (ωB97M-V/def2-TZVPD).

Molecular weight ... 225.00 g mol⁻¹
Energy above the lowest of the compared OMol25 structures with the same formula, charge and spin ... 3.368 eV
Largest force on an atom ... 4.84 eV/Å
E ... -645.680619 Ha

Positions of all 13 atoms, in Å:
C: 0.770 0.240 0.585
C: -0.469 -0.477 0.120
C: -0.819 -1.723 0.437
I: 0.100 -2.771 1.883
N: -1.260 0.377 -0.635
C: -2.479 0.149 -1.125
C: -3.407 0.111 -1.857
F: -4.534 -0.315 -2.295
H: 0.401 0.804 1.340
H: 1.456 -0.484 0.954
H: 1.180 0.695 -0.383
H: -1.850 -1.988 0.296
H: -0.936 1.270 -0.498

Forces on the atoms, in the same order (eV/Å):
C 0.260 -2.110 -4.352
C 0.235 -0.793 0.093
C -1.043 1.132 -0.254
I 0.705 -0.966 0.822
N 0.307 -1.694 0.341
C 1.698 0.584 0.568
C -1.740 -1.321 -0.577
F -0.597 0.457 -0.484
H -0.328 2.654 2.243
H 0.706 -0.300 0.331
H -0.244 0.128 1.862
H -0.154 -0.446 -0.421
H 0.194 2.676 -0.172

Löwdin atomic charge list, values in e, 8 entries: -0.054 -0.470 -0.670 0.888 0.032 -0.071 -0.098 0.114

=====

Entry 8:
Entry from OMol25: a molecular structure, C5H5FKLiO4 in a non-equilibrium geometry (ωB97M-V/def2-TZVPD).

Molecular weight ... 194.13 g mol⁻¹
<S²> ... 0.755
Energy above the lowest of the compared OMol25 structures with the same formula, charge and spin ... 0.000 eV
Charge ... +1
Largest force on an atom ... 4.73 eV/Å
Spin multiplicity ... 2
E ... -1201.529475 Ha

Positions of all 17 atoms, in Å:
H: -1.212 -0.677 -0.094
O: -0.447 1.216 0.071
O: -2.436 1.940 -0.436
O: -1.374 2.812 1.361
C: -1.022 0.186 -0.744
C: -2.193 0.862 -1.263
C: -1.400 2.114 0.396
H: -3.054 0.441 -1.773
C: 1.240 -1.784 1.373
C: 1.487 -1.443 0.053
O: 2.116 -0.269 -0.112
K: 4.173 0.031 -2.019
Li: 1.275 0.916 1.085
F: 0.861 -0.722 2.183
H: 0.906 -2.743 1.762
H: -0.055 -0.637 -1.224
H: 1.135 -2.244 -0.619

Forces on the atoms, in the same order (eV/Å):
H -0.996 0.334 0.685
O 1.349 -0.272 0.221
O -0.410 0.169 -0.458
O 0.412 0.078 -0.896
C 3.061 -3.608 0.021
C -0.465 -0.120 -0.948
C -0.777 -0.185 1.251
H 0.306 0.180 0.178
C -1.645 -0.336 -2.434
C 1.065 -0.416 4.151
O -0.778 -0.169 -1.852
K -0.384 -0.106 0.380
Li -0.123 -0.368 -0.074
F 1.076 0.374 0.708
H -0.146 0.358 -0.060
H -2.715 3.609 -0.121
H 1.170 0.477 -0.751

Löwdin atomic charge list, values in e, 8 entries: 0.120 -0.043 0.127 0.202 -0.141 -0.004 -0.551 0.136

=====

Entry 9:
Entry from OMol25: C5H5FN2 in the gas phase (ωB97M-V/def2-TZVPD).

Molecular weight ... 112.11 g mol⁻¹
Energy above the lowest of the compared OMol25 structures with the same formula, charge and spin ... 0.484 eV
Largest force on an atom ... 0.88 eV/Å
E ... -402.869725 Ha

Positions of all 13 atoms, in Å:
F: -0.285 -1.186 3.279
C: 0.099 -0.986 2.002
C: -0.516 -0.079 1.252
N: -0.198 0.218 -0.079
C: 0.781 -0.325 -0.886
C: 0.669 0.299 -2.089
N: -0.345 1.227 -2.054
C: -0.839 1.152 -0.847
H: 0.944 -1.599 1.696
H: -1.350 0.485 1.699
H: 1.447 -1.118 -0.547
H: 1.254 0.153 -2.975
H: -1.662 1.758 -0.451

Forces on the atoms, in the same order (eV/Å):
F 0.027 0.032 -0.242
C 0.154 0.217 -0.362
C -0.391 -0.071 0.791
N 0.000 0.130 -0.167
C 0.357 -0.582 0.191
C -0.145 0.113 0.266
N -0.199 0.056 0.275
C -0.322 0.339 -0.024
H -0.227 0.062 0.160
H 0.486 -0.245 -0.436
H -0.307 0.398 -0.133
H 0.120 -0.080 -0.124
H 0.446 -0.369 -0.194

Löwdin atomic charge list, values in e, 8 entries: 0.008 -0.128 -0.045 -0.088 -0.070 -0.150 0.054 -0.173

=====

Please write out number 8 again, unchanged.
Entry from OMol25: a molecular structure, C5H5FKLiO4 in a non-equilibrium geometry (ωB97M-V/def2-TZVPD).

Molecular weight ... 194.13 g mol⁻¹
<S²> ... 0.755
Energy above the lowest of the compared OMol25 structures with the same formula, charge and spin ... 0.000 eV
Charge ... +1
Largest force on an atom ... 4.73 eV/Å
Spin multiplicity ... 2
E ... -1201.529475 Ha

Positions of all 17 atoms, in Å:
H: -1.212 -0.677 -0.094
O: -0.447 1.216 0.071
O: -2.436 1.940 -0.436
O: -1.374 2.812 1.361
C: -1.022 0.186 -0.744
C: -2.193 0.862 -1.263
C: -1.400 2.114 0.396
H: -3.054 0.441 -1.773
C: 1.240 -1.784 1.373
C: 1.487 -1.443 0.053
O: 2.116 -0.269 -0.112
K: 4.173 0.031 -2.019
Li: 1.275 0.916 1.085
F: 0.861 -0.722 2.183
H: 0.906 -2.743 1.762
H: -0.055 -0.637 -1.224
H: 1.135 -2.244 -0.619

Forces on the atoms, in the same order (eV/Å):
H -0.996 0.334 0.685
O 1.349 -0.272 0.221
O -0.410 0.169 -0.458
O 0.412 0.078 -0.896
C 3.061 -3.608 0.021
C -0.465 -0.120 -0.948
C -0.777 -0.185 1.251
H 0.306 0.180 0.178
C -1.645 -0.336 -2.434
C 1.065 -0.416 4.151
O -0.778 -0.169 -1.852
K -0.384 -0.106 0.380
Li -0.123 -0.368 -0.074
F 1.076 0.374 0.708
H -0.146 0.358 -0.060
H -2.715 3.609 -0.121
H 1.170 0.477 -0.751

Löwdin atomic charge list, values in e, 8 entries: 0.120 -0.043 0.127 0.202 -0.141 -0.004 -0.551 0.136

=====

Question: The lowest largest force on an atom belongs to which entry?
Answer: C5H5F5NO6S2

=====

Question: Which value of molecular weight does entry 9 give?
Answer: 112.11 g mol⁻¹